{"formula": "C4ClF2O2", "method": "ωB97M-V with the def2-TZVPD basis set", "smiles": "O=C1C(Cl)=C([O-])C1(F)F", "homo_ha": -0.1644, "mol_weight_g_mol": 153.491, "lumo_ev": 3.537, "total_charge": -1, "species": ["C", "C", "C", "C", "O", "O", "F", "F", "Cl"], "coordinates": [[-1.145745, -0.031641, 0.022610], [-0.083007, 1.070011, -0.002998], [-0.231512, -1.101566, 0.016039], [0.939775, -0.046046, 0.126286], [-0.022043, 2.261436, -0.068997], [-0.215965, -2.297770, -0.157511], [1.815555, -0.044616, -0.959887], [1.825627, -0.075575, 1.220419], [-2.882686, 0.265765, -0.195957]], "forces_ev_per_angstrom": [[0.9117, 3.2316, -0.2290], [-2.2351, -3.2604, 1.0849], [0.4086, 0.9626, -0.2629], [1.3585, -0.3237, -0.3708], [0.0765, 1.1519, -0.2149], [0.0413, -0.8787, 0.2455], [-0.3186, -0.2651, 0.3005], [-1.1571, -0.0035, -0.6519], [0.9143, -0.6147, 0.0986]], "mulliken_charge": [0.03, -0.26, -0.17, 1.61, -0.64, -0.70, -0.30, -0.31, -0.26]}